{"formula": "C28H31BrF4IrN5O4PS", "method": "ωB97M-V with the def2-TZVPD basis set", "elements": ["Ir", "F", "C", "C", "F", "C", "F", "C", "P", "C", "C", "C", "C", "C", "C", "C", "C", "C", "C", "C", "C", "C", "Br", "C", "F", "H", "H", "H", "H", "H", "H", "H", "H", "H", "H", "N", "C", "C", "N", "H", "H", "H", "H", "H", "H", "H", "H", "C", "C", "S", "O", "O", "C", "C", "N", "C", "N", "C", "C", "N", "O", "O", "C", "H", "H", "H", "H", "H", "H", "H", "H", "H", "H", "H", "H", "H"], "positions_angstrom": [[-1.53205, 0.25535, -0.17874], [-1.32110, 7.22191, -1.07716], [-1.39896, 6.04405, -0.53158], [-1.55904, 5.91005, 0.84332], [-1.64760, 6.96892, 1.60155], [-1.62471, 4.64332, 1.41186], [-1.77899, 4.55355, 2.72303], [-1.54735, 3.48834, 0.63868], [-1.57507, 1.86948, 1.43054], [-3.08362, 1.73017, 2.33387], [-4.18093, 2.56535, 2.06905], [-5.31405, 2.47345, 2.85952], [-5.38660, 1.51580, 3.86685], [-4.30883, 0.66962, 4.12137], [-3.16701, 0.75614, 3.34471], [-0.19721, 1.83232, 2.54151], [-0.37166, 2.15257, 3.89393], [0.72927, 2.16499, 4.73397], [1.99676, 1.88803, 4.23677], [2.16820, 1.53765, 2.90065], [1.08131, 1.52501, 2.05083], [-1.40381, 3.66495, -0.72356], [-1.35066, 2.15594, -1.86992], [-1.33102, 4.90035, -1.32414], [-1.20267, 5.00112, -2.63385], [-4.13399, 3.31624, 1.28810], [-6.13064, 3.16746, 2.71011], [-6.29118, 1.42355, 4.45407], [-4.36532, -0.05297, 4.92484], [-2.33872, 0.07970, 3.52794], [-1.33175, 2.46607, 4.27815], [0.59942, 2.42734, 5.77532], [2.85527, 1.95738, 4.89176], [3.14572, 1.24803, 2.53943], [1.22320, 1.27755, 1.01034], [-2.21650, -1.52150, 0.65110], [-3.69755, -1.51124, 0.78728], [-4.23961, -0.90333, -0.46255], [-3.59104, 0.43221, -0.55566], [-1.95068, -2.22053, -0.04032], [-1.78796, -1.80285, 1.53313], [-3.95256, -0.89296, 1.65092], [-4.08492, -2.51544, 0.95926], [-5.32612, -0.82428, -0.42272], [-3.98911, -1.48377, -1.35354], [-4.00541, 1.04948, 0.14823], [-3.75868, 0.86970, -1.46092], [6.18436, -5.87126, -5.16565], [5.15713, -4.80967, -5.14027], [4.71168, -4.41404, -3.19205], [5.95592, -4.04068, -2.58781], [3.91987, -5.53437, -2.77115], [3.61437, -2.94271, -3.17438], [3.31830, -2.68330, -1.67770], [2.32461, -1.61431, -1.44702], [1.07320, -1.79874, -0.96774], [0.45020, -0.61602, -0.80027], [1.36821, 0.35275, -1.18815], [2.50331, -0.24824, -1.57177], [3.70872, 0.42278, -2.02366], [3.67808, 1.62331, -1.98079], [4.63035, -0.27903, -2.39213], [0.55469, -3.15945, -0.65495], [6.29466, -6.10163, -6.24479], [5.86738, -6.80788, -4.70742], [7.15808, -5.55294, -4.80220], [4.16659, -5.09567, -5.49626], [5.48515, -3.81985, -5.46485], [2.73078, -3.20670, -3.75459], [4.18904, -2.13527, -3.62002], [4.24011, -2.39875, -1.17686], [2.94036, -3.59090, -1.21512], [1.17944, 1.40949, -1.18588], [1.21310, -3.67347, 0.04694], [0.47641, -3.77604, -1.55159], [-0.41862, -3.11170, -0.18919]], "forces_ev_per_a": [[-0.256, -0.597, -2.172], [-0.020, 0.013, -0.007], [-0.003, 0.023, 0.036], [0.015, 0.033, 0.022], [0.019, 0.022, 0.008], [0.009, 0.036, 0.018], [0.007, -0.046, 0.024], [-0.129, -0.055, 0.003], [-0.206, 0.134, 0.202], [-0.352, -0.116, 0.147], [0.219, 0.027, 0.144], [-0.128, -0.068, -0.004], [0.021, 0.034, 0.023], [-0.100, -0.100, -0.115], [-0.035, 0.131, -0.038], [0.288, -0.450, -0.050], [0.024, 0.068, 0.018], [0.060, 0.211, -0.036], [-0.051, -0.070, 0.056], [0.028, -0.065, 0.041], [-0.143, -0.049, 0.133], [-0.056, 0.168, -0.155], [0.364, -0.305, 0.099], [0.039, 0.014, -0.177], [0.002, 0.002, 0.049], [0.038, 0.068, 0.060], [-0.065, -0.093, -0.074], [0.047, 0.085, 0.083], [-0.021, -0.026, -0.024], [0.071, 0.118, 0.128], [-0.054, -0.165, 0.026], [0.014, 0.036, -0.008], [-0.006, -0.116, 0.022], [0.041, 0.194, -0.042], [0.022, -0.018, -0.014], [0.457, 0.172, 0.679], [-0.295, -0.282, 0.310], [-0.132, -0.043, -0.194], [0.154, 0.833, 0.648], [-0.147, -0.187, 0.102], [0.074, -0.050, -0.049], [0.052, -0.090, -0.020], [0.087, -0.037, -0.022], [0.005, 0.168, -0.047], [0.055, 0.018, 0.005], [-0.231, -0.025, -0.085], [-0.063, -0.028, -0.029], [-0.015, -0.008, 0.321], [0.344, -0.293, -0.906], [-0.136, -0.033, 0.837], [-0.149, -0.006, -0.316], [0.109, 0.121, -0.256], [-0.027, 0.015, 0.138], [0.126, 0.018, -0.080], [0.021, -0.069, -0.187], [-0.082, -0.005, 0.210], [0.362, 0.710, 0.260], [-0.184, -0.135, -0.059], [0.138, -0.094, -0.057], [0.096, -0.026, 0.022], [-0.037, -0.002, -0.006], [-0.085, -0.042, 0.018], [0.091, 0.044, -0.050], [-0.058, 0.096, -0.058], [-0.022, -0.008, -0.016], [0.008, 0.016, -0.012], [-0.087, 0.052, 0.220], [-0.043, 0.077, 0.227], [0.034, -0.032, -0.026], [-0.020, 0.028, -0.073], [0.006, 0.034, 0.030], [-0.064, 0.044, 0.028], [0.018, 0.000, 0.025], [-0.027, 0.019, 0.034], [-0.035, 0.016, -0.008], [-0.006, -0.066, 0.017]], "mulliken_spin": [-0.001, 0.000, 0.000, 0.000, 0.000, -0.001, 0.000, 0.002, 0.000, -0.002, 0.001, 0.000, 0.001, 0.000, 0.001, 0.000, 0.000, 0.000, 0.000, 0.000, 0.000, -0.002, 0.000, 0.001, 0.000, 0.000, 0.000, 0.000, 0.000, 0.000, 0.000, 0.000, 0.000, 0.000, 0.001, 0.000, 0.000, 0.000, 0.000, 0.000, 0.000, 0.000, 0.000, 0.000, 0.000, 0.000, 0.000, 0.026, 0.208, 0.057, 0.247, 0.228, 0.110, 0.007, 0.004, 0.002, 0.001, 0.000, -0.002, 0.000, 0.000, 0.001, 0.001, 0.062, 0.006, 0.000, 0.019, 0.021, -0.001, -0.002, 0.001, 0.004, 0.000, 0.000, 0.000, 0.000], "homo_lumo_gap_ha": [0.2364, 0.1690], "mol_weight_g_mol": 912.74, "largest_force_ev_per_a": 2.3, "spin_multiplicity": 2, "total_charge": 4, "homo_ha": [-0.7059, -0.7059], "s_squared": 0.757, "de_lowest_ev": 0.056, "lumo_ev": [-12.8, -14.6]}